1.
Molecular formula: C4H9NO
Method: DFT, ωB97M-V with the def2-TZVPD basis set

**Energy relative to the best compared isomer or geometry (same formula, charge and spin)**: 34.47 kJ/mol
**Spin multiplicity**: 1
**LUMO**: 0.88 eV
**Electronic energy**: -287.81932 hartree
**Kohn-Sham gap**: 10.635 eV
**HOMO**: -9.8 eV
**Structure (SMILES)**: CC(C)NC=O

Last column: Löwdin charge in e.
Geometry (Å):
C 0.2585 0.6297 1.5426  -0.064
C -0.2020 0.2967 0.1255  -0.433
C 0.4495 1.2114 -0.9104  -0.061
N 0.0702 -1.1001 -0.1916  0.037
C -0.8552 -1.9310 -0.7359  -0.363
O -2.0311 -1.6640 -0.8937  0.009
H 0.0852 1.6892 1.7610  0.079
H 1.3337 0.4403 1.6586  0.078
H -0.2777 0.0295 2.2836  0.080
H -1.2898 0.3937 0.0603  0.136
H 0.1189 0.9453 -1.9189  0.081
H 1.5436 1.1273 -0.8709  0.079
H 0.1874 2.2582 -0.7247  0.079
H 1.0262 -1.4225 -0.1529  0.135
H -0.4171 -2.9036 -1.0326  0.129

***

2.
Molecular formula: C4H9NO
Method: DFT, ωB97M-V with the def2-TZVPD basis set

**Energy relative to the best compared isomer or geometry (same formula, charge and spin)**: 160.72 kJ/mol
**Spin multiplicity**: 1
**LUMO**: 0.23 eV
**Electronic energy**: -287.77124 hartree
**Kohn-Sham gap**: 10.311 eV
**HOMO**: -10.1 eV
**Structure (SMILES)**: C/C=N/C=O.C

Last column: Löwdin charge in e.
Geometry (Å):
C -0.5671 -0.4925 -1.6482  -0.071
C 0.5813 -0.6731 -0.7104  -0.201
N 1.2201 0.3145 -0.2173  0.055
C 2.3413 0.0021 0.5840  -0.326
O 3.0516 -0.9633 0.4413  0.047
H -0.2017 -0.7398 -2.6520  0.086
H -0.9422 0.5339 -1.6536  0.081
H -1.3870 -1.1846 -1.4260  0.080
H 0.8807 -1.7036 -0.4814  0.130
H 2.5442 0.7731 1.3467  0.122
C -1.5054 0.8275 1.2826  -0.047
H -2.0526 -0.0190 0.8546  0.020
H -2.1323 1.7194 1.2554  0.022
H -1.2325 0.5882 2.3131  0.024
H -0.5983 1.0171 0.7113  -0.022

***

3.
Molecular formula: C4H9NO
Method: DFT, ωB97M-V with the def2-TZVPD basis set

**Energy relative to the best compared isomer or geometry (same formula, charge and spin)**: 364.59 kJ/mol
**Spin multiplicity**: 1
**LUMO**: 0.43 eV
**Electronic energy**: -287.69359 hartree
**Kohn-Sham gap**: 7.395 eV
**HOMO**: -7.0 eV

Last column: Löwdin charge in e.
Geometry (Å):
C 2.2413 -0.3367 0.1214  -0.094
C 0.9598 0.3830 -0.2840  -0.170
C -0.2319 -0.0859 0.5178  -0.416
O -0.2052 -0.9129 1.3875  0.131
N -1.5205 0.5671 0.2072  -0.046
C -2.6337 -0.2968 -0.4981  -0.121
H 2.1892 -1.4019 -0.1187  0.084
H 3.1047 0.0959 -0.3934  0.077
H 2.4036 -0.2502 1.1999  0.081
H 1.0611 1.4652 -0.1096  0.124
H 0.7463 0.2663 -1.3541  0.126
H -1.3973 1.4015 -0.3654  0.137
H -2.1875 -0.5184 -1.4809  -0.036
H -2.5864 -1.2314 0.0818  -0.023
H -1.9434 0.8551 1.0887  0.144

***

4.
Molecular formula: C4H9NO
Method: DFT, ωB97M-V with the def2-TZVPD basis set

**Energy relative to the best compared isomer or geometry (same formula, charge and spin)**: 63.21 kJ/mol
**Spin multiplicity**: 1
**LUMO**: 0.87 eV
**Electronic energy**: -287.80838 hartree
**Kohn-Sham gap**: 10.063 eV
**HOMO**: -9.2 eV
**Structure (SMILES)**: CC(=O)N(C)C

Last column: Löwdin charge in e.
Geometry (Å):
C 2.0273 0.3469 0.1498  -0.006
C 0.8450 -0.6007 0.0929  -0.509
O 1.0818 -1.8010 0.1381  0.023
N -0.4323 -0.1412 -0.0763  -0.169
C -0.8937 1.2165 0.1052  -0.060
C -1.4585 -1.1390 -0.3023  -0.052
H 2.2929 0.5983 1.1823  0.088
H 1.9413 1.2701 -0.4318  0.074
H 2.8239 -0.2881 -0.2425  0.084
H -1.6679 1.2497 0.8843  0.091
H -0.0797 1.8741 0.4133  0.079
H -1.3358 1.6120 -0.8192  0.090
H -2.1404 -0.7947 -1.0870  0.089
H -2.0358 -1.3433 0.6084  0.094
H -0.9682 -2.0597 -0.6151  0.083

***

5.
Molecular formula: C4H9NO
Method: DFT, ωB97M-V with the def2-TZVPD basis set

**Energy relative to the best compared isomer or geometry (same formula, charge and spin)**: 390.91 kJ/mol
**Spin multiplicity**: 1
**LUMO (alpha / beta)**: -0.97 / -0.96 eV
**Electronic energy**: -287.68356 hartree
**Kohn-Sham gap (alpha / beta)**: 6.987 / 6.987 eV
**HOMO (alpha / beta)**: -8.0 / -8.0 eV

Last column: Löwdin charge in e.
Geometry (Å):
C -0.5093 1.3627 -0.5700  -0.023
C 0.2079 0.3133 0.1717  -0.126
C 1.1121 0.6644 1.2765  -0.027
C 0.0037 -1.1385 -0.0804  -0.702
O -0.1451 -1.7925 1.0347  -0.143
N -0.9839 -1.3531 -1.1611  0.059
H -0.4137 2.3616 -0.1361  0.089
H -1.5561 1.0573 -0.6928  0.101
H -0.1211 1.3668 -1.5975  0.117
H 1.0212 -1.2529 -0.6367  0.182
H 1.7354 -0.1881 1.5545  0.100
H 1.6769 1.5836 1.0882  0.097
H 0.4580 0.8512 2.1424  0.125
H -0.6769 -2.1416 -1.7248  0.070
H -1.8092 -1.6942 -0.6684  0.080

***

6.
Molecular formula: C4H9NO
Method: DFT, ωB97M-V with the def2-TZVPD basis set

**Energy relative to the best compared isomer or geometry (same formula, charge and spin)**: 184.27 kJ/mol
**Spin multiplicity**: 1
**LUMO**: 0.99 eV
**Electronic energy**: -287.76227 hartree
**Kohn-Sham gap**: 10.704 eV
**HOMO**: -9.7 eV
**Structure (SMILES)**: C[C@H]1N[C@H]1CO

Last column: Löwdin charge in e.
Geometry (Å):
C 1.6650 -0.1198 -0.6469  -0.052
C 0.2577 0.2955 -0.9983  -0.319
N -0.8156 -0.6918 -0.8574  0.042
C -0.8490 0.5171 -0.0358  -0.261
C -0.7735 0.2680 1.4631  -0.234
O -0.1941 -0.9750 1.7702  -0.080
H 2.2653 0.7548 -0.3720  0.079
H 1.6682 -0.8187 0.1915  0.070
H 2.1408 -0.5938 -1.5131  0.076
H 0.1983 0.9273 -1.8871  0.132
H -1.4764 -0.6590 -1.6273  0.100
H -1.5641 1.2934 -0.3129  0.137
H -1.7973 0.3362 1.8693  0.113
H -0.1781 1.0487 1.9512  0.121
H -0.4622 -1.5621 1.0423  0.076

***

7.
Molecular formula: C4H9NO2
Method: DFT, ωB97M-V with the def2-TZVPD basis set

**Energy relative to the best compared isomer or geometry (same formula, charge and spin)**: 257.19 kJ/mol
**Spin multiplicity**: 2
**LUMO (alpha / beta)**: 3.46 / 3.38 eV
**Electronic energy**: -362.93708 hartree
**Kohn-Sham gap (alpha / beta)**: 2.432 / 6.249 eV
**HOMO (alpha / beta)**: 1.0 / -2.9 eV
**Total charge**: -1

Last column: Löwdin charge in e.
Geometry (Å):
C 0.8995 0.0013 1.6081  -0.235
O 2.2755 -0.2176 1.5075  -0.135
C 0.3409 -0.1292 0.1340  -0.466
C -1.0723 0.3228 0.0856  -0.225
C -1.6318 -0.4758 -1.1201  -0.520
O -2.6146 -0.0738 -1.7194  -0.189
N 1.1084 0.6604 -0.8254  0.041
H 0.4979 -0.6845 2.3364  0.104
H 1.0116 1.0805 1.8327  0.123
H 2.4547 -1.1374 1.3178  0.070
H 0.4325 -1.2135 -0.0447  0.106
H -1.7036 0.1504 1.0072  0.090
H -1.2472 1.3524 -0.3177  0.108
H -1.2379 -1.3833 -1.4315  0.007
H 1.6991 0.0000 -1.2279  0.022
H 1.8292 1.2290 -0.2445  0.096

***

8.
Molecular formula: C4H9NO2
Method: DFT, ωB97M-V with the def2-TZVPD basis set

**Energy relative to the best compared isomer or geometry (same formula, charge and spin)**: 112.31 kJ/mol
**Spin multiplicity**: 1
**LUMO**: 0.91 eV
**Electronic energy**: -363.04276 hartree
**Kohn-Sham gap**: 10.001 eV
**HOMO**: -9.1 eV
**Structure (SMILES)**: CNCC(=O)OC

Last column: Löwdin charge in e.
Geometry (Å):
C 2.4509 -0.2766 0.5626  -0.136
N 1.2798 -0.4862 1.4039  -0.122
C 0.1154 -0.9194 0.6666  -0.148
C -0.6264 0.2100 -0.0340  -0.489
O -0.3953 1.3856 0.1313  0.102
O -1.6164 -0.2531 -0.8119  -0.042
C -2.4365 0.7525 -1.4127  -0.049
H 2.7988 -1.2450 0.1838  0.078
H 3.2572 0.1473 1.1696  0.079
H 2.2789 0.3939 -0.2954  0.079
H 1.0500 0.3912 1.8621  0.103
H -0.6083 -1.3998 1.3397  0.131
H 0.3925 -1.6809 -0.0705  0.130
H -3.1381 0.2199 -2.0557  0.093
H -1.8287 1.4474 -1.9971  0.095
H -2.9739 1.3132 -0.6424  0.097